Entry 1:
The following is a DFT calculation (ωB97M-V with the def2-TZVPD basis set) of C34H56Cl2F2NbO14 as an isolated structure.

```
109
Properties=species:S:1:pos:R:3:forces:R:3
C -4.323409 -3.619895 4.187294 1.375 -0.195 -0.493
C -4.135429 -2.524405 3.107952 -0.561 -0.902 0.274
F -2.894022 -1.851642 3.331935 0.245 -0.298 0.163
Nb -5.850794 -1.029925 2.851311 -0.466 -0.019 -1.453
C -4.725460 0.418775 4.185589 -0.552 -1.205 -0.033
F -6.860278 -2.341480 1.580217 1.089 1.030 1.570
Cl -4.740145 -0.070459 0.805570 -0.300 -0.199 0.760
C -6.983388 -1.736711 4.671437 -0.568 0.011 -0.355
C -8.111346 -2.792199 4.339863 -0.089 1.220 0.717
C -9.369146 -1.978825 3.922924 0.454 -0.292 -0.196
Cl -10.231016 -1.402620 5.442708 0.102 -0.203 -0.625
H -3.411773 -4.264347 4.165151 -0.383 0.170 0.116
H -5.157929 -4.295728 3.937226 0.062 0.516 0.175
H -4.385413 -3.233924 5.214699 -0.314 0.011 -0.366
H -4.016561 -3.059225 2.139502 -0.006 0.322 0.319
H -7.216339 0.171305 2.555330 -0.087 -0.088 0.180
H -5.435037 1.213602 4.434088 0.249 -0.026 -0.183
H -4.520515 -0.108261 5.144823 0.153 0.185 -0.504
H -3.797423 0.809467 3.743171 -0.333 -0.119 0.149
H -6.354528 -2.083107 5.510248 0.037 0.085 -0.473
H -7.532382 -0.853284 5.063724 0.486 -0.252 -0.108
H -8.387268 -3.308196 5.278739 0.189 -0.128 -0.518
H -7.800707 -3.517625 3.577419 -0.267 0.242 0.086
H -10.083728 -2.542809 3.310536 0.067 0.118 0.437
H -9.081090 -1.065308 3.379679 -0.108 -0.362 0.224
O -1.341436 -0.150044 -5.440670 -0.224 -0.105 -0.089
C -1.618717 -0.127354 -4.272576 0.094 0.254 -0.184
O -2.866853 -0.348579 -3.799665 0.377 -0.007 -0.210
C -2.882648 -0.141774 -2.371192 -0.353 0.097 0.457
C -1.452047 -0.315496 -1.925882 0.289 0.017 -0.005
C -0.675064 0.185811 -3.133036 -0.090 -0.306 0.415
H -3.260489 0.864322 -2.170563 -0.061 -0.049 -0.061
H -3.543243 -0.865262 -1.898961 -0.133 0.062 -0.206
H -1.224222 0.214531 -1.002495 -0.103 -0.056 0.021
H -1.246941 -1.370633 -1.762874 -0.027 0.260 -0.099
H -0.512460 1.266952 -3.094801 0.047 -0.011 -0.130
H 0.271343 -0.339367 -3.251689 0.048 0.190 -0.225
O 3.107094 -0.646518 -3.286955 0.204 -0.041 0.396
C 3.108145 0.549984 -3.267074 -0.311 -0.326 -0.373
O 3.339163 1.283621 -2.149282 0.036 -0.116 -0.001
C 3.162894 2.679539 -2.444042 -0.027 0.310 0.053
C 3.345629 2.794359 -3.944249 0.045 0.236 -0.360
C 2.818302 1.455687 -4.436388 0.211 0.557 0.028
H 2.161042 2.978853 -2.121623 0.011 -0.061 0.007
H 3.898802 3.262653 -1.891859 0.009 -0.195 0.109
H 2.834460 3.655178 -4.375850 -0.052 -0.015 0.104
H 4.406772 2.878685 -4.182551 -0.128 0.045 0.092
H 1.739449 1.479090 -4.607177 0.020 -0.173 -0.055
H 3.338896 1.119088 -5.328623 -0.194 -0.201 0.010
O -7.077712 2.390720 3.957156 -0.155 0.459 0.424
C -7.068657 3.582306 3.982060 -0.289 -0.640 -0.349
O -6.809804 4.309994 5.102261 0.055 0.151 0.084
C -6.980172 5.705344 4.821148 0.035 0.160 0.114
C -6.825176 5.832485 3.317259 -0.010 0.226 -0.302
C -7.372605 4.501010 2.824871 0.349 0.519 -0.057
H -7.973449 6.010393 5.164016 0.005 -0.014 -0.020
H -6.229490 6.277802 5.364589 -0.014 -0.163 0.119
H -7.336587 6.701963 2.903674 -0.009 -0.001 0.086
H -5.766620 5.911166 3.060098 -0.033 -0.001 0.037
H -8.453339 4.532106 2.674527 0.021 -0.107 -0.048
H -6.873586 4.162290 1.920566 -0.208 -0.241 0.017
O 6.661978 2.796668 -4.145684 -0.190 0.106 -0.166
C 6.847297 1.915548 -4.935969 0.248 0.005 0.469
O 5.881115 1.448019 -5.762823 0.037 0.144 0.007
C 6.381368 0.323097 -6.505815 -0.068 -0.384 -0.226
C 7.889485 0.474183 -6.483413 0.324 -0.023 -0.104
C 8.124542 1.140903 -5.136561 0.136 0.107 -0.545
H 6.048707 -0.593900 -6.014690 0.036 0.053 0.050
H 5.976910 0.348513 -7.516759 -0.158 0.143 0.114
H 8.416016 -0.470410 -6.607174 -0.115 -0.030 0.019
H 8.208041 1.144774 -7.286283 -0.043 -0.033 0.007
H 8.223332 0.413154 -4.334040 -0.014 0.085 0.056
H 8.984135 1.807511 -5.155979 -0.067 0.049 0.275
O 8.144478 -1.784733 -4.381769 0.060 0.014 0.262
C 9.288346 -2.132098 -4.414771 -0.349 -0.077 -0.285
O 10.284809 -1.467396 -3.782464 -0.073 -0.021 0.012
C 11.549487 -2.069001 -4.104568 0.324 -0.006 0.033
C 11.217698 -3.484056 -4.538174 0.105 -0.292 -0.115
C 9.847039 -3.309580 -5.175157 0.392 -0.282 0.283
H 12.017006 -1.487677 -4.903666 -0.044 -0.003 0.012
H 12.195268 -2.044513 -3.228648 -0.139 0.175 0.041
H 11.963801 -3.916098 -5.203854 0.015 0.080 0.024
H 11.135181 -4.130379 -3.661771 0.024 0.037 -0.023
H 9.917547 -3.045306 -6.232364 -0.116 -0.025 0.003
H 9.220018 -4.187798 -5.045216 -0.191 0.146 -0.198
O -0.746360 -2.464149 -0.154741 0.196 -0.576 0.047
C -0.303271 -3.013159 0.809432 -0.379 0.447 0.108
O -0.188196 -4.359906 0.917271 0.080 -0.002 -0.065
C 0.267565 -4.700765 2.235337 0.026 -0.208 0.207
C 0.951885 -3.451706 2.757442 0.208 0.176 0.247
C 0.153607 -2.347077 2.082321 0.381 -0.175 0.294
H -0.598521 -4.982795 2.839474 -0.002 0.052 -0.028
H 0.946510 -5.550538 2.174789 -0.114 -0.030 -0.189
H 0.961659 -3.389529 3.845323 -0.068 -0.068 -0.028
H 1.987770 -3.422886 2.409526 -0.026 -0.051 0.017
H -0.727318 -2.062740 2.664896 -0.044 0.039 -0.140
H 0.764719 -1.473724 1.865059 -0.224 0.104 -0.098
O -1.933575 3.230237 3.194790 0.046 0.405 0.310
C -0.804406 2.856288 3.127386 -0.507 -0.181 -0.465
O 0.238090 3.487086 3.733957 0.076 0.014 0.095
C 1.468212 2.845121 3.365655 0.222 -0.009 0.033
C 1.075792 1.444153 2.934048 0.113 -0.304 -0.147
C -0.308420 1.666234 2.343151 0.410 -0.342 0.307
H 1.928828 3.415944 2.554194 -0.027 -0.017 0.003
H 2.143855 2.841400 4.220177 -0.115 0.173 0.041
H 1.785853 0.992641 2.240960 0.028 0.088 0.018
H 1.000819 0.794516 3.809462 0.014 0.032 -0.018
H -0.264127 1.934742 1.285958 -0.121 -0.034 0.002
H -0.960119 0.807106 2.488462 -0.224 0.164 -0.211
```
Forces are in eV/Å.

## Properties
Charge = -1
Gap between HOMO and LUMO = 5.85 eV

Löwdin population analysis, charges in e, atoms 1 to 2: -0.153 -0.502


Entry 2:
The following is a DFT calculation (ωB97M-V with the def2-TZVPD basis set) of an isolated ion of composition C4H9NO and charge +1.

```
15
Properties=species:S:1:pos:R:3:forces:R:3
C -1.337573 -1.798887 0.224802 -0.770 -2.382 0.526
C -1.010792 -0.315683 0.029861 -1.332 0.252 -0.253
N 0.353584 -0.001596 -0.738351 -4.750 5.351 -2.162
C 1.248261 1.218225 -0.543401 0.460 -0.039 0.333
C 1.838436 1.041645 0.781202 3.583 3.979 5.552
O 2.584920 1.920268 1.395584 -3.766 -4.741 -3.724
H -1.724473 -2.229934 -0.759295 0.400 0.734 1.264
H -2.246488 -1.803676 0.964984 1.823 -0.243 -1.290
H -0.540981 -2.607129 0.516079 -1.193 2.131 0.079
H -1.192044 0.450037 0.858234 1.125 -1.454 -0.529
H -1.919223 -0.111563 -0.690783 2.236 0.439 0.610
H -0.227943 0.348857 -1.591416 2.142 -1.776 0.341
H 1.952235 1.341496 -1.386133 -0.191 -0.452 0.223
H 0.864225 2.347320 -0.426991 -0.715 -2.288 -0.699
H 1.357853 0.200617 1.365620 0.947 0.490 -0.270
```
Forces are in eV/Å.

## Properties
2S+1 = 2
<S²> = 0.7559
Charge = +1
Gap between HOMO and LUMO (alpha / beta) = 10.48 / 5.24 eV
Energy above the lowest of the compared OMol25 structures with the same formula, charge and spin = 111.4 kcal/mol

natural (NBO) population analysis, charges in e, atoms 1 to 2: -0.672 -0.276


Ordered max |F| results: 2.2; 7.7; unit eV/A.